Record 1
The following is a quantum chemistry calculation of a 12-piece molecular cluster, C28H60Cl20O4 overall, from the OMol25 dataset.

Last column: Mulliken charge in e.
Cartesian coordinates (Å):
C 3.356451 2.991267 1.773320  -0.51
O 2.871511 3.683186 2.919595  -0.43
C 1.496783 3.540902 3.093021  -0.01
C 1.062325 4.279623 4.346336  -0.66
O 1.803043 3.982799 5.516181  -0.35
C 1.580635 2.666905 5.982663  -0.58
H 4.376219 3.345132 1.630154  0.32
H 2.760702 3.314985 0.911704  0.20
H 3.343973 1.911046 1.932042  0.26
H 1.166213 2.494776 3.211303  0.01
H 0.906481 3.912540 2.243153  0.38
H -0.016423 4.160855 4.504679  0.33
H 1.240023 5.351718 4.218220  0.32
H 1.802593 1.884653 5.248043  0.22
H 0.543300 2.535272 6.313638  0.26
H 2.273870 2.535185 6.812352  0.26
C 0.960536 -2.035439 -1.118393  0.31
O 1.640784 -1.369914 -0.058370  -0.44
C 0.744408 -0.654719 0.772547  0.18
C 0.184932 0.603002 0.159167  -0.53
O -0.931497 0.388051 -0.680225  0.21
C -1.364291 1.616403 -1.200297  -0.59
H 1.608692 -2.845625 -1.443081  -0.49
H 0.792051 -1.320958 -1.928693  0.28
H -0.016528 -2.414612 -0.816905  -0.12
H 1.325144 -0.404673 1.659119  0.20
H -0.018261 -1.322050 1.191017  -0.31
H 0.995896 1.110362 -0.375644  0.30
H -0.118388 1.277746 0.969753  0.25
H -2.310412 1.494418 -1.728951  0.03
H -0.698780 2.128935 -1.901406  0.34
H -1.539194 2.305641 -0.365839  0.23
Cl 1.286079 -2.038018 3.881254  -0.06
C 2.159551 -3.544791 3.581514  -0.14
C 3.400522 -3.336940 2.718043  -0.10
Cl 4.750083 -2.640370 3.663181  -0.20
H 1.494286 -4.303456 3.174886  -0.16
H 2.463807 -3.910510 4.561993  0.48
H 3.160286 -2.681423 1.884768  -0.09
H 3.793246 -4.297545 2.397257  0.31
Cl -3.441627 -0.910333 0.500331  -0.07
C -3.180154 -1.661273 -1.095830  0.47
C -4.452582 -2.261342 -1.633323  -0.46
Cl -5.634470 -1.018871 -2.095564  -0.20
H -2.367146 -2.364642 -0.948071  -0.53
H -2.824757 -0.833474 -1.704134  0.08
H -4.918942 -2.872476 -0.863184  0.34
H -4.230153 -2.890827 -2.493490  0.34
Cl -3.731502 5.635053 0.534045  -0.19
C -4.125658 3.904918 0.781401  0.46
C -5.535502 3.554386 0.328191  -0.22
Cl -6.797550 4.504240 1.158540  -0.20
H -4.071543 3.695455 1.844910  0.32
H -3.415612 3.345716 0.181709  -0.54
H -5.729793 2.522392 0.616566  0.24
H -5.637857 3.648427 -0.749939  0.13
Cl -2.544949 1.524552 3.171694  -0.12
C -2.845865 0.234143 4.420036  -0.47
C -2.778934 -1.061710 3.649883  0.35
Cl -2.758994 -2.447618 4.747271  -0.23
H -3.793641 0.438623 4.906698  0.35
H -2.050122 0.309167 5.157006  0.32
H -1.877966 -1.141739 3.048616  -0.36
H -3.645545 -1.224014 3.020727  0.25
Cl 3.862021 1.863613 -1.672107  -0.10
C 3.835881 1.690790 -3.419494  -0.30
C 5.227782 1.615126 -3.993417  -0.48
Cl 5.918320 3.261749 -4.172532  -0.20
H 3.329978 2.561356 -3.830620  0.16
H 3.283948 0.783154 -3.663935  0.27
H 5.308192 1.203338 -4.997213  0.36
H 5.896540 1.032515 -3.361993  0.28
Cl -4.663963 3.290988 -6.601845  -0.20
C -3.647022 3.979616 -5.320915  -0.33
C -3.939166 3.350904 -3.974032  -0.48
Cl -2.989193 4.177107 -2.740563  -0.19
H -3.948124 5.022302 -5.272553  0.31
H -2.604372 3.873592 -5.605679  0.21
H -3.739297 2.295812 -3.803409  0.33
H -4.987673 3.525043 -3.731511  0.35
Cl -1.004507 -4.000545 -2.906187  -0.14
C 0.164085 -5.281974 -2.529446  0.08
C -0.493225 -6.410755 -1.747783  -0.38
Cl 0.732846 -7.656626 -1.360897  -0.21
H 0.989761 -4.859727 -1.961300  -0.17
H 0.592893 -5.676610 -3.447921  0.39
H -1.212849 -6.948068 -2.357707  0.35
H -0.955132 -6.035999 -0.838530  0.16
Cl 5.791632 -4.883024 -0.132990  -0.20
C 4.393801 -4.515345 -1.159288  0.24
C 4.915385 -3.913737 -2.442551  -0.51
Cl 3.536615 -3.724525 -3.576323  -0.19
H 3.756419 -3.813923 -0.617326  -0.25
H 3.729980 -5.363346 -1.328541  0.24
H 5.670325 -4.523608 -2.929127  0.39
H 5.335358 -2.925312 -2.275355  0.33
Cl 1.412990 4.381697 -2.356886  -0.06
C 1.158511 5.762802 -3.497067  -0.80
C 0.104592 5.449196 -4.538853  0.28
Cl -0.147584 6.902857 -5.512085  -0.21
H 2.096899 6.008993 -3.991868  0.37
H 0.951957 6.613945 -2.854042  0.36
H -0.824223 5.066467 -4.123702  -0.25
H 0.479685 4.712277 -5.247207  0.31
Cl -2.336134 -7.324150 2.571258  -0.20
C -0.904907 -6.366207 3.036297  -0.43
C -1.278427 -4.887531 3.076579  -1.01
Cl -1.022538 -4.027124 1.538301  0.08
H -0.073803 -6.566381 2.366931  0.30
H -0.654395 -6.688074 4.044466  0.36
H -0.673396 -4.317595 3.780008  0.23
H -2.316254 -4.738164 3.343774  0.60

Atomic forces in eV per Å
-0.1 0.9 0.4
0.1 -0.2 -0.2
-0.7 -0.4 0.6
0.4 1.1 0.1
-0.3 -0.7 -0.4
0.3 0.1 0.2
0.0 -0.2 0.0
0.1 -0.4 -0.2
-0.1 -0.1 -0.2
0.4 -0.2 -0.2
0.2 0.2 -0.1
0.0 -0.3 0.0
-0.1 -0.1 -0.2
0.1 0.2 -0.1
0.0 0.0 0.1
-0.2 -0.1 0.1
0.4 0.6 0.1
-0.5 -0.4 0.0
0.3 -0.2 0.4
0.1 0.2 0.4
0.6 -0.1 -0.5
-0.7 0.5 0.2
-0.1 0.0 -0.2
0.0 -0.2 -0.2
0.0 -0.1 0.2
0.2 0.4 -0.1
-0.3 0.0 -0.4
0.0 0.0 -0.2
-0.1 0.0 0.1
-0.1 -0.3 0.1
0.5 -0.3 0.1
-0.1 0.2 0.0
-0.3 0.1 0.0
0.8 -0.4 0.5
-0.3 -0.2 0.4
-0.2 0.2 -0.1
-0.1 0.3 -0.4
0.0 0.0 0.0
0.2 0.0 -0.1
-0.2 -0.1 -0.3
-0.3 0.0 0.2
0.1 0.8 0.1
0.3 -0.5 0.4
0.0 0.1 -0.1
-0.2 -0.3 -0.2
0.1 -0.2 -0.2
0.0 0.0 -0.1
-0.1 0.1 -0.1
0.0 -0.1 0.0
-0.8 0.3 0.0
0.3 -0.2 0.1
0.1 0.0 -0.1
0.4 0.0 0.0
0.1 -0.2 0.2
0.1 -0.1 -0.1
-0.2 0.2 0.0
-0.2 -0.1 0.4
0.5 0.3 -0.5
-0.2 -0.2 0.0
-0.1 -0.3 0.7
-0.1 -0.1 -0.2
0.1 0.0 -0.1
0.0 0.2 0.0
0.0 0.3 -0.1
0.0 0.0 0.6
0.0 -0.2 -0.8
0.7 0.1 -0.1
0.1 0.0 0.2
-0.2 -0.1 0.0
0.0 0.0 0.1
-0.5 -0.1 0.0
0.0 0.1 0.1
-0.1 -0.3 -0.1
-0.1 -0.1 0.2
-0.8 -0.1 0.1
0.4 0.5 0.5
0.4 0.1 0.1
0.0 0.1 -0.1
0.1 -0.1 -0.7
0.0 -0.1 0.0
-0.1 -0.1 -0.1
0.5 -0.7 0.2
-0.1 0.1 -0.4
0.1 0.2 0.2
-0.2 0.2 0.1
-0.2 0.2 -0.2
-0.2 0.3 0.0
0.1 -0.2 0.1
-0.1 -0.3 0.2
-0.5 0.4 0.1
-0.2 0.2 -0.1
0.1 0.1 -0.1
0.3 0.3 -0.1
0.6 -0.4 -0.1
-0.1 -0.2 0.0
0.0 0.0 0.1
0.0 0.2 -0.5
0.3 0.1 0.3
0.4 -0.5 0.0
-0.3 0.4 -0.1
0.1 -0.4 0.1
-0.5 0.0 -0.1
0.0 0.4 0.1
0.1 -0.1 0.2
0.1 -0.2 -0.3
-0.4 0.6 0.3
0.3 0.0 0.2
0.0 -0.1 -0.5
-0.1 -0.1 -0.1
0.1 0.0 0.0
0.0 -0.2 0.2
-0.1 -0.1 0.0

Spin multiplicity: 1
Structure (SMILES): COCCOC.COCCOC.ClCCCl.ClCCCl.ClCCCl.ClCCCl.ClCCCl.ClCCCl.ClCCCl.ClCCCl.ClCCCl.ClCCCl
HOMO-LUMO gap: 0.3581 Eh
Lowest unoccupied orbital energy: 0.15 eV


Record 2
The following is a quantum chemistry calculation of C39H31GeNO2PS2W as an isolated structure, from the OMol25 dataset.

Last column: Mulliken charge in e.
Cartesian coordinates (Å):
W -0.464137 -0.819490 -0.468484  1.26
S -0.639973 -0.720882 1.911624  -0.13
C -1.084777 -2.388071 1.644865  0.32
N -0.992390 -2.671389 0.356725  0.40
C -1.466105 -3.941902 0.038440  -0.31
C -1.522034 -4.530327 -1.219864  -0.39
C -2.021800 -5.816428 -1.311825  -0.87
C -2.450691 -6.506457 -0.174096  -0.56
C -2.394765 -5.925850 1.079679  -0.59
C -1.901778 -4.631351 1.171041  0.84
S -1.727519 -3.631679 2.603294  -0.15
H -1.184739 -3.992226 -2.098006  0.47
H -2.079371 -6.297629 -2.278865  0.45
H -2.833729 -7.512532 -0.277507  0.43
H -2.729066 -6.462692 1.957523  0.44
O 1.728771 -1.607713 -3.781680  -0.47
C 1.525928 -1.632675 -2.622473  0.20
O 0.254952 -1.384163 -2.101534  -0.64
C 2.499194 -1.859599 -1.487589  -0.69
P 2.056555 -0.631204 -0.196136  0.08
C 2.697882 0.955144 -0.732270  1.03
C 2.133720 1.532451 -1.878840  -0.47
C 2.640372 2.726666 -2.361952  -0.81
C 3.687762 3.352887 -1.699633  -0.73
C 4.244834 2.781955 -0.561126  -0.84
C 3.758521 1.577913 -0.076453  -0.35
C 2.772343 -1.106969 1.375700  0.80
C 3.464898 -2.303254 1.540879  -0.85
C 3.979582 -2.631481 2.786073  -0.73
C 3.811257 -1.769775 3.861236  -0.68
C 3.126332 -0.570380 3.694630  -0.82
C 2.604036 -0.237221 2.457732  -0.35
H 3.525746 -1.807326 -1.837569  0.53
H 2.297140 -2.854782 -1.080670  0.50
H 1.304355 1.061738 -2.399051  0.41
H 2.211022 3.164737 -3.252535  0.53
H 4.078663 4.288394 -2.078285  0.46
H 5.069956 3.267076 -0.057542  0.49
H 4.210178 1.122797 0.794426  0.51
H 3.627635 -2.981008 0.712075  0.42
H 4.523211 -3.558608 2.911442  0.45
H 4.219134 -2.027480 4.829450  0.44
H 3.001964 0.106979 4.529343  0.49
H 2.069838 0.699397 2.331990  0.47
C -0.685028 3.724676 -4.329899  -0.56
C -1.175952 2.422823 -4.277613  -0.73
C -1.418527 1.830301 -3.048492  -0.13
C -1.152868 2.526133 -1.866154  0.39
C -0.665087 3.825905 -1.924025  0.04
C -0.440922 4.425926 -3.155930  -0.86
Ge -1.473875 1.615581 -0.182030  0.29
C -3.167401 0.637917 -0.069056  0.72
C -4.267077 1.027861 0.690135  -0.43
C -5.402073 0.234143 0.756647  -0.82
C -5.452897 -0.984975 0.084039  -0.63
C -4.366102 -1.405249 -0.656870  -1.16
C -3.235833 -0.594281 -0.732976  -0.11
C -0.770734 2.482341 1.405228  0.27
C 0.502146 3.046861 1.307865  0.36
C 1.104302 3.610031 2.424634  -0.85
C 0.438659 3.611259 3.644479  -0.70
C -0.827908 3.048857 3.746044  -0.75
C -1.429296 2.481255 2.630860  -0.12
H -0.510180 4.196699 -5.287961  0.44
H -1.384834 1.880255 -5.190040  0.48
H -1.834824 0.827455 -3.012892  0.34
H -0.478827 4.383717 -1.012390  0.46
H -0.082221 5.446499 -3.197876  0.46
H -4.251767 1.978254 1.209492  0.51
H -6.257761 0.570629 1.327424  0.46
H -6.344328 -1.595468 0.135653  0.45
H -4.390351 -2.348152 -1.189462  0.51
H -2.463951 -0.992747 -1.412200  0.80
H 1.026348 3.056091 0.356178  0.16
H 2.086802 4.057008 2.338903  0.50
H 0.903504 4.056749 4.514152  0.44
H -1.351159 3.054418 4.692982  0.46
H -2.412904 2.035636 2.726983  0.34

Atomic forces in eV per Å
0.2 -0.4 0.3
0.1 0.0 0.5
-0.1 0.0 -0.2
-0.3 0.1 0.2
0.0 -0.1 -0.2
0.0 0.0 -0.1
0.0 0.1 0.0
0.0 0.0 0.0
-0.1 -0.1 0.0
0.1 0.2 0.1
0.1 0.0 0.1
0.0 0.0 0.0
0.0 0.0 0.0
0.0 0.0 0.0
0.0 0.0 0.0
0.0 -0.1 0.0
0.2 0.1 -0.1
-0.1 0.3 -0.3
-0.2 0.0 0.1
0.0 -0.3 0.1
-0.2 0.1 -0.2
0.1 -0.1 0.2
0.0 0.0 0.0
0.0 0.0 0.0
0.0 0.0 -0.1
0.0 0.0 0.0
-0.1 0.1 -0.1
0.0 -0.1 -0.1
0.0 0.0 0.1
0.0 0.0 -0.1
0.0 0.0 0.0
0.0 0.0 0.0
0.1 0.1 0.0
0.0 0.0 0.0
0.1 0.1 0.0
0.0 0.0 0.0
0.0 0.0 0.0
0.0 0.0 0.0
0.0 0.0 0.0
0.0 0.0 0.0
0.0 0.0 0.0
0.0 0.0 0.0
0.0 0.0 0.0
0.0 0.0 0.0
0.0 -0.1 0.0
0.0 0.0 0.0
0.1 0.1 0.0
-0.2 -0.3 0.1
0.0 0.1 0.1
0.0 0.0 0.0
0.1 0.0 -0.1
0.3 0.1 -0.2
-0.1 0.0 0.1
0.0 0.0 0.0
0.0 0.1 0.1
0.1 -0.2 -0.1
-0.2 -0.1 0.3
-0.1 -0.1 -0.3
0.1 0.1 0.0
0.0 0.0 0.0
0.0 0.0 0.0
0.0 0.0 0.0
-0.1 0.0 0.1
0.0 0.0 0.0
0.0 0.0 0.0
0.0 0.0 -0.1
0.0 0.0 -0.1
0.0 0.0 0.0
0.0 0.0 0.0
0.0 0.0 0.0
0.0 0.0 0.0
0.0 0.0 0.0
0.1 0.3 -0.4
0.0 0.0 0.0
0.0 0.0 0.0
0.0 0.0 0.0
0.0 0.0 0.0
0.0 0.0 0.0

Spin multiplicity: 2
Net charge: +2
HOMO-LUMO gap (alpha / beta): 0.2283 / 0.2236 Eh
Lowest unoccupied orbital energy (alpha / beta): -7.63 / -7.57 eV


Record 3
The following is a quantum chemistry calculation of a 2-piece molecular cluster, C4H7N3O overall, from the OMol25 dataset.

Last column: Mulliken charge in e.
Cartesian coordinates (Å):
C 1.081406 0.404925 0.851171  0.03
C 0.803572 1.665722 0.561465  -0.75
C -0.386450 0.361700 -0.771011  0.01
C 0.759520 -1.745246 -0.495599  -1.13
N -3.128170 -0.087724 0.692804  -0.66
N 0.369855 -0.443606 0.066560  0.05
N -2.185479 0.480434 0.295769  0.25
O -0.070672 1.702304 -0.481371  -0.39
H 1.718685 -0.105116 1.626366  0.34
H 1.071908 2.535557 1.012021  0.48
H -0.185087 -2.110466 -0.897808  0.44
H 1.511788 -1.801769 -1.173820  0.40
H 1.100870 -2.351243 0.278979  0.36
H -2.041381 1.505256 0.295925  0.19
H -0.420361 -0.010731 -1.861452  0.38

Atomic forces in eV per Å
2.1 -1.5 2.5
-0.1 -2.1 -0.2
-1.0 -0.4 -0.5
-3.0 1.1 1.9
0.9 -0.2 -0.2
0.2 -0.7 -2.0
-0.1 0.0 -1.2
-1.2 -0.7 -1.6
-0.6 1.3 -0.8
0.7 2.3 1.0
0.3 -0.5 -0.1
2.2 0.7 -2.6
0.1 -1.3 1.6
-0.1 1.0 0.5
-0.3 1.2 1.6

Spin multiplicity: 1
HOMO-LUMO gap (alpha / beta): 0.2632 / 0.2521 Eh
Lowest unoccupied orbital energy (alpha / beta): 0.79 / 0.84 eV


Record 4
The following is a quantum chemistry calculation of C11H18AlCl4O as an isolated structure, from the OMol25 dataset.

Last column: Mulliken charge in e.
Cartesian coordinates (Å):
Al 1.266830 -1.822696 0.289538  0.30
C 0.842869 -0.003566 -0.584668  -0.69
O -0.518362 0.209260 -1.134228  -0.38
C -1.478607 -0.609159 -0.592555  -0.30
C -1.964845 -0.371493 0.657774  0.10
C -2.921873 -1.196333 1.179451  -0.64
C -3.371175 -2.231111 0.417377  -0.25
C -2.911675 -2.462284 -0.844207  -0.56
C -1.941494 -1.641853 -1.355899  -0.04
H 2.853493 -1.973462 0.605158  -0.32
H 0.502939 -1.982784 1.711943  -0.26
H 0.831708 -3.088343 -0.624565  -0.28
H 1.521655 0.109552 -1.432937  0.30
H 0.979632 0.770953 0.178648  0.28
H -1.528427 0.460556 1.195191  0.38
H -3.284285 -1.019931 2.182252  0.36
H -4.120677 -2.898691 0.833295  0.32
H -3.261383 -3.291587 -1.442982  0.35
H -1.513534 -1.771424 -2.338375  0.40
Cl -1.892594 4.377513 -2.954233  -0.21
C -1.264943 2.787737 -3.475065  -0.12
C -0.375242 2.897954 -4.683796  -0.44
Cl -1.275870 3.367217 -6.156065  -0.22
H -2.114222 2.136174 -3.661861  0.32
H -0.698451 2.376381 -2.639479  0.03
H 0.081153 1.931076 -4.887420  0.30
H 0.415103 3.628536 -4.530947  0.34
Cl 1.391104 -0.036084 3.667297  -0.13
C 2.817382 0.603862 4.511511  -0.55
C 4.089113 -0.058171 4.042781  -0.41
Cl 4.180426 -1.766363 4.541856  -0.20
H 2.672955 0.471000 5.582033  0.34
H 2.861718 1.672546 4.300625  0.26
H 4.949612 0.445153 4.483354  0.30
H 4.179967 -0.020137 2.959197  0.32

Atomic forces in eV per Å
-0.2 -0.4 0.3
-0.4 -0.6 0.3
0.2 0.0 -0.1
1.1 0.9 -0.9
0.4 0.9 0.7
0.1 0.6 0.7
-1.6 -1.3 0.8
0.2 -0.4 -0.9
0.0 -0.2 -0.8
0.2 0.3 -0.1
-0.1 0.1 0.0
0.0 0.0 -0.3
0.0 0.4 0.1
0.3 0.2 -0.3
-0.1 0.0 0.2
-0.1 -0.1 0.0
0.0 0.0 0.0
-0.2 -0.1 0.1
0.0 -0.1 -0.1
0.0 0.0 0.0
0.1 -0.2 0.1
0.1 -0.1 0.1
0.0 0.0 0.0
0.0 0.1 0.0
0.0 0.0 0.0
-0.1 0.0 0.0
-0.1 0.1 0.0
0.1 0.0 0.1
-0.1 0.1 0.0
0.1 0.1 0.0
0.0 0.0 0.0
0.0 -0.1 0.0
0.1 0.0 0.0
0.0 0.0 0.0
-0.1 -0.1 0.0

Spin multiplicity: 1
Net charge: -1
HOMO-LUMO gap: 0.2774 Eh
Lowest unoccupied orbital energy: 2.67 eV


Record 5
The following is a quantum chemistry calculation of a single C9H15NSi molecule, from the OMol25 dataset.

Last column: Mulliken charge in e.
Cartesian coordinates (Å):
Si 2.325947 -0.559285 -1.734388  0.21
N 1.106325 -0.660224 -0.499735  0.30
C 1.155231 -1.590512 0.573401  -0.51
C 0.893502 -0.814748 1.835258  -0.82
C -0.618512 -0.334091 1.825925  -1.05
C -0.644703 0.735187 0.641409  0.57
C -1.988902 1.440763 0.538492  -0.84
C -2.331277 1.872474 -0.869207  -0.58
C -1.721857 1.399378 -2.010863  -0.62
C -0.644436 0.409246 -1.853790  -0.35
C -0.184521 0.161124 -0.651172  -0.32
H 3.584068 -1.103497 -0.996769  -0.15
H 2.028329 0.786536 -2.225814  -0.06
H 2.193539 -1.455937 -2.794200  -0.14
H 2.205906 -1.989777 0.558824  0.35
H 0.351132 -2.398469 0.426935  0.26
H 1.596007 -0.082143 1.742149  0.50
H 0.849706 -1.403581 2.824740  0.29
H -1.280195 -1.155578 1.715754  0.47
H -0.812323 0.180642 2.709274  0.43
H 0.232210 1.344562 1.028548  0.15
H -2.223745 2.164301 1.273132  0.52
H -2.712342 0.596271 0.477450  0.25
H -3.153057 2.710912 -0.824476  0.24
H -1.933486 1.665114 -2.988165  0.48
H -0.232773 0.101335 -2.811507  0.42

Atomic forces in eV per Å
-0.1 0.1 2.4
-2.3 2.1 -1.6
-0.3 -1.7 0.2
-4.1 -3.5 2.2
3.0 1.4 -3.0
0.6 -0.2 2.0
-0.1 -2.4 -2.9
-0.4 2.7 -1.5
-0.5 -0.1 4.2
-1.2 1.3 -1.2
3.8 -2.7 1.1
-0.6 0.9 -0.6
0.8 0.4 -0.2
-0.2 -1.2 -1.6
-1.1 -0.2 0.2
1.4 0.6 0.3
1.7 2.5 0.9
1.2 0.5 -1.5
-0.7 -0.8 -0.3
-0.5 0.9 1.6
-1.1 0.2 -0.8
-0.2 0.5 0.8
-0.1 0.2 1.4
1.5 -1.8 -0.8
-0.9 0.8 -1.6
0.3 -0.6 0.5

Spin multiplicity: 1
Structure (SMILES): [SiH3]N1CCC[C@@H]2CC=CC=C21
HOMO-LUMO gap: 0.3194 Eh
Lowest unoccupied orbital energy: 0.96 eV


One value per record, in order, for maximum force: 1.208; 0.535; 3.711; 2.221; 5.784 eV Å⁻¹.